The following is a DFT calculation (the ωB97M-V functional and the def2-TZVPD basis) of a molecular structure, C64H85AsBrCaN2OP2SSi in a non-equilibrium geometry.

```
! wB97M-V def2-TZVPD RIJCOSX def2/J DEFGRID3
* xyz 1 1
Ca 1.03 0.69 -0.08
N 0.05 4.71 -0.46
P 1.77 4.74 -0.13
C 1.98 6.55 -0.29
C 0.91 7.45 -0.34
C 1.15 8.81 -0.47
C 2.45 9.29 -0.56
C 3.51 8.41 -0.53
C 3.28 7.05 -0.41
C 1.85 4.55 1.70
C 1.48 5.54 2.61
C 1.58 5.31 3.97
C 2.06 4.09 4.44
C 2.45 3.10 3.55
C 2.35 3.35 2.19
P -0.93 3.29 -0.25
C -1.54 3.59 1.45
C -1.53 2.58 2.41
C -2.04 2.81 3.68
C -2.57 4.05 4.00
C -2.58 5.07 3.04
C -2.07 4.84 1.78
C -2.41 3.93 -1.12
C -2.41 4.99 -2.02
C -3.60 5.46 -2.56
C -4.81 4.87 -2.21
C -4.82 3.80 -1.32
C -3.63 3.34 -0.79
H 0.00 4.96 -1.44
H -0.10 7.09 -0.25
H 0.32 9.50 -0.51
H 2.63 10.36 -0.66
H 4.53 8.77 -0.61
H 4.12 6.36 -0.39
H 1.10 6.49 2.25
H 1.30 6.08 4.67
H 2.14 3.92 5.50
H 2.83 2.16 3.91
H 2.69 2.59 1.48
H -1.13 1.61 2.16
H -2.04 2.02 4.42
H -2.97 4.23 4.98
H -3.00 6.04 3.29
H -2.10 5.62 1.04
H -1.49 5.48 -2.33
H -3.58 6.29 -3.25
H -5.73 5.24 -2.63
H -5.75 3.34 -1.04
H -3.64 2.52 -0.08
C 5.74 -0.93 -0.88
C 5.56 0.57 -1.06
S 4.31 1.22 0.11
O 3.04 1.41 -0.70
C 5.03 2.90 0.26
C 5.68 3.05 1.63
H 6.53 -1.29 -1.54
H 4.83 -1.48 -1.12
H 6.02 -1.17 0.14
H 5.19 0.82 -2.06
H 6.49 1.09 -0.85
H 4.18 3.56 0.15
H 5.73 3.07 -0.55
H 4.95 2.88 2.42
H 6.08 4.06 1.75
H 6.50 2.34 1.76
C -1.55 -7.91 0.50
C -0.83 -6.63 0.15
C -0.40 -5.77 1.14
C 0.23 -4.56 0.86
C 0.56 -3.67 2.03
C 0.50 -4.21 -0.47
As 1.11 -2.44 -1.14
N 1.74 -1.36 0.21
C 2.77 -1.61 1.10
C 2.95 -0.74 2.19
C 3.94 -0.94 3.14
C 4.81 -2.01 3.03
C 4.64 -2.90 1.98
C 3.64 -2.72 1.04
C 2.76 -2.81 -2.23
C 3.64 -3.91 -2.19
C 3.45 -5.16 -1.36
C 4.80 -3.90 -2.97
C 5.11 -2.86 -3.82
C 6.39 -2.86 -4.61
C 4.21 -1.81 -3.91
C 3.05 -1.77 -3.15
C 2.16 -0.57 -3.34
C 0.05 -5.08 -1.49
C 0.24 -4.74 -2.94
C -0.59 -6.27 -1.17
H -1.76 -7.95 1.56
H -0.94 -8.78 0.24
H -2.49 -7.99 -0.05
H -0.57 -6.03 2.18
H 0.09 -4.05 2.94
H 0.21 -2.66 1.86
H 1.63 -3.63 2.20
H 2.24 0.08 2.31
H 4.02 -0.25 3.97
H 5.60 -2.16 3.75
H 5.29 -3.76 1.89
H 3.51 -3.43 0.24
H 2.56 -5.15 -0.76
H 4.32 -5.31 -0.71
H 3.40 -6.03 -2.02
H 5.47 -4.75 -2.90
H 6.87 -3.84 -4.60
H 7.10 -2.14 -4.19
H 6.21 -2.57 -5.65
H 4.42 -1.00 -4.61
H 2.43 -0.05 -4.26
H 2.28 0.13 -2.51
H 1.11 -0.86 -3.41
H -0.16 -3.75 -3.16
H -0.27 -5.46 -3.58
H 1.30 -4.74 -3.21
H -0.92 -6.92 -1.97
C -5.52 0.77 1.12
C -5.67 -0.28 0.00
C -7.03 -0.98 0.17
C -5.68 0.46 -1.34
Si -4.25 -1.59 0.05
Br -2.31 -0.31 0.20
C -3.98 -2.55 -1.60
C -3.39 -1.67 -2.71
C -2.98 -3.70 -1.40
C -5.31 -3.14 -2.09
C -4.22 -2.66 1.65
C -4.64 -1.86 2.89
C -2.81 -3.19 1.95
C -5.16 -3.87 1.50
H -6.23 1.58 0.95
H -4.52 1.20 1.15
H -5.74 0.35 2.10
H -7.82 -0.23 0.15
H -7.10 -1.51 1.13
H -7.22 -1.70 -0.63
H -6.47 1.21 -1.33
H -5.88 -0.22 -2.17
H -4.73 0.97 -1.52
H -2.36 -1.38 -2.49
H -3.97 -0.76 -2.89
H -3.39 -2.24 -3.65
H -2.02 -3.34 -1.05
H -2.82 -4.20 -2.36
H -3.35 -4.46 -0.71
H -6.00 -2.37 -2.41
H -5.79 -3.75 -1.33
H -5.12 -3.79 -2.95
H -4.04 -0.96 3.01
H -4.49 -2.48 3.77
H -5.70 -1.59 2.87
H -2.12 -2.37 2.16
H -2.39 -3.78 1.13
H -2.84 -3.82 2.84
H -6.18 -3.57 1.23
H -5.22 -4.41 2.45
H -4.81 -4.57 0.74
*
```

Results
* total energy: -259385.637 eV
* relative energy (zero: lowest compared OMol25 entry of this formula, charge and spin): 43.9 kcal/mol
* maximum force: 1.6 eV/A
* HOMO-LUMO gap: 7.4 eV
* HOMO: -9.28 eV

Here are the Mulliken charges for atoms 1 to 99, given in e:
1 Ca 1.364
2 N 0.263
3 P 0.521
4 C -0.083
5 C -0.190
6 C -0.722
7 C -0.515
8 C -0.676
9 C -0.478
10 C 0.327
11 C -0.154
12 C -0.826
13 C -0.855
14 C -1.029
15 C -0.270
16 P 0.356
17 C 1.264
18 C -0.049
19 C -0.835
20 C -0.718
21 C -0.834
22 C -0.546
23 C 0.553
24 C -0.438
25 C -0.829
26 C -0.808
27 C -0.414
28 C 0.240
29 H 0.226
30 H 0.296
31 H 0.424
32 H 0.382
33 H 0.429
34 H 0.369
35 H 0.478
36 H 0.445
37 H 0.436
38 H 0.457
39 H 0.786
40 H 0.017
41 H 0.565
42 H 0.427
43 H 0.478
44 H 0.295
45 H 0.366
46 H 0.429
47 H 0.416
48 H 0.337
49 H -0.290
50 C -1.003
51 C -1.059
52 S 1.064
53 O -1.331
54 C 0.428
55 C -1.071
56 H 0.474
57 H 0.089
58 H 0.403
59 H 0.306
60 H 0.603
61 H -0.691
62 H 0.754
63 H 0.146
64 H 0.422
65 H 0.357
66 C -1.743
67 C 0.572
68 C -1.034
69 C 0.618
70 C -1.625
71 C -0.088
72 As 1.731
73 N 0.942
74 C 1.003
75 C -0.488
76 C -0.440
77 C -1.321
78 C -0.555
79 C 0.556
80 C 0.479
81 C 1.614
82 C -2.207
83 C -1.078
84 C 0.510
85 C -1.547
86 C -0.678
87 C -0.095
88 C -1.659
89 C 1.317
90 C -2.429
91 C -1.160
92 H 0.385
93 H 0.343
94 H 0.374
95 H 0.335
96 H 0.642
97 H -0.094
98 H 0.310
99 H 0.199